A gas-phase ion, C5H10N3O2 (charge +1) at a distorted geometry. Source: the Open Molecules 2025 dataset; level of theory: wB97M-V/def2-TZVPD.

Values from the calculation:
ΔE to the lowest compared entry with this formula, charge and spin	210.4	kcal/mol
M	144.15	g mol⁻¹
charge	+1
HOMO (alpha / beta)	-12.59 / -12.59	eV
largest force on an atom	5.2	eV Å⁻¹
calculated total energy	-510.7065	Ha
LUMO energy (alpha / beta)	-5.34 / -5.34	eV

```
20
Properties=species:S:1:pos:R:3:forces:R:3:lowdin_charge:R:1
C -1.589 -0.873 -0.228 1.259 -0.566 -0.533 0.05
C -2.621 0.055 -0.096 -0.054 -0.512 0.050 -0.53
C -1.417 -2.217 0.342 1.041 -0.344 -0.675 -0.09
C 1.825 -0.775 -0.294 3.158 3.745 -1.667 0.06
C 1.984 1.723 -0.020 -2.509 0.915 -0.316 0.02
N -0.888 1.626 0.079 3.576 0.498 0.861 0.06
N -0.083 0.577 0.126 -3.071 -1.347 -1.133 0.10
N 1.161 0.531 -0.144 -0.731 1.107 1.074 -0.16
O -3.790 -0.141 -0.254 0.018 -0.003 0.088 0.16
O -2.208 1.392 0.078 0.030 1.070 0.653 0.09
H -1.282 -2.185 1.504 -0.884 -0.772 -2.148 0.13
H -0.600 -2.913 -0.203 -1.810 1.742 1.331 0.12
H -2.424 -2.568 -0.192 1.365 0.273 1.691 0.17
H 2.491 -0.796 0.564 0.739 -0.286 -0.362 0.11
H 1.179 -1.530 -0.159 -2.483 -2.641 -0.225 0.02
H 2.367 -0.670 -1.351 -1.067 -0.851 2.474 0.18
H 2.183 2.024 0.993 0.314 -0.146 0.356 0.12
H 2.763 1.664 -0.672 3.020 -0.926 -1.009 0.07
H 1.511 2.528 -0.578 -0.889 0.421 0.426 0.11
H -0.561 2.549 0.507 -1.021 -1.379 -0.934 0.23
```
Positions in Å, forces in eV/Å.